(1)
C9H14O | ωB97M-V with the def2-TZVPD basis set

The value obtained for the HOMO energy is -8.312 eV. For the HOMO-LUMO gap, the calculation gives 9.16 eV. The calculation puts the lowest unoccupied orbital energy at 0.0312 hartree. For the total energy, the calculation gives -426.54600 a.u. The SMILES is Cc1ccc(O)cc1.CC. Its spin multiplicity is 1.

```
24
Properties=species:S:1:pos:R:3:lowdin_charge:R:1
O -1.66 -2.16 -0.05 0.051
C -0.52 -1.65 0.47 -0.344
C 2.51 1.07 1.80 -0.057
C 0.57 -1.32 -0.35 -0.047
C 1.45 0.07 1.38 -0.291
C -2.37 0.91 -2.32 -0.163
C -0.44 -1.36 1.81 -0.016
C 0.54 -0.48 2.28 -0.039
C 1.57 -0.48 0.10 -0.055
C -1.02 1.39 -1.80 -0.170
H -0.92 1.31 -0.71 0.058
H 0.70 -1.78 -1.30 0.109
H 2.37 1.97 1.22 0.074
H 2.50 1.27 2.87 0.071
H -0.84 2.45 -1.96 0.062
H 0.70 -0.29 3.33 0.110
H -2.75 1.62 -3.05 0.058
H -2.37 -0.08 -2.79 0.057
H 2.46 -0.25 -0.48 0.116
H -1.12 -1.84 2.50 0.116
H -3.08 0.74 -1.52 0.059
H -0.16 0.82 -2.15 0.052
H -1.61 -2.53 -0.94 0.111
H 3.50 0.61 1.68 0.078
```

=====

(2)
C7H13N2 | ωB97M-V with the def2-TZVPD basis set

The value obtained for the HOMO energy (spin up / spin down) is -12.952 / -13.068 eV. For the HOMO-LUMO gap (spin up / spin down), the calculation gives 8.00 / 7.74 eV. The calculation puts the lowest unoccupied orbital energy (spin up / spin down) at -0.1821 / -0.1957 hartree. For the total energy, the calculation gives -383.52133 a.u. As for the charge: +1. Its spin multiplicity is 1.

```
22
Properties=species:S:1:pos:R:3:lowdin_charge:R:1
N -1.50 -0.01 -0.09 -0.112
N 1.39 -0.78 -0.24 -0.099
C -0.40 0.66 -0.03 -0.021
C -0.09 1.99 -0.01 -0.046
C 1.94 -1.03 1.04 -0.142
C 2.19 -0.09 -1.14 -0.167
C -2.83 0.64 -0.33 0.018
C -1.41 -1.51 0.34 0.021
C 0.30 3.10 0.36 0.270
H 0.48 4.06 0.39 0.006
H 2.69 -0.31 1.39 0.090
H -2.81 1.72 -0.70 0.128
H 2.58 -1.98 1.07 0.130
H -2.17 -1.99 -0.32 0.095
H -3.43 0.50 0.53 0.079
H 2.99 -0.77 -1.60 0.141
H -3.24 -0.03 -1.20 0.140
H 1.56 0.32 -1.96 0.096
H -0.35 -1.92 0.20 0.092
H 1.21 -1.40 1.79 0.094
H -1.90 -1.90 1.24 0.099
H 2.81 0.73 -0.75 0.088
```

=====

(3)
H32O16 | ωB97M-V with the def2-TZVPD basis set

The value obtained for the HOMO energy is -10.208 eV. For the HOMO-LUMO gap, the calculation gives 10.09 eV. The calculation puts the lowest unoccupied orbital energy at -0.0045 hartree. For the total energy, the calculation gives -1223.01708 a.u. Its spin multiplicity is 1.

```
48
Properties=species:S:1:pos:R:3:lowdin_charge:R:1
O -7.79 3.52 -1.30 -0.046
O -4.07 3.54 -1.01 -0.057
O -5.71 5.21 -2.51 -0.047
O -7.55 7.17 -3.65 -0.021
O -7.44 4.25 -5.14 -0.022
O -8.13 1.76 -3.89 -0.039
O -4.30 6.22 -4.54 -0.007
O -6.84 6.90 -6.35 -0.067
O -4.91 8.82 -4.70 -0.036
O -4.38 7.99 -2.11 -0.052
O -9.90 4.10 -3.74 -0.049
O -2.56 5.30 -2.65 0.023
O -7.04 5.04 0.93 -0.060
O -9.23 5.75 -1.77 -0.049
O -5.47 2.71 -3.39 -0.014
O -4.79 5.99 0.12 -0.050
H -2.68 6.11 -2.18 0.021
H -7.15 7.76 -6.58 0.031
H -6.86 6.82 -5.38 -0.016
H -3.61 6.15 -3.89 0.013
H -5.19 5.64 -3.20 0.010
H -7.47 3.94 -0.51 -0.010
H -7.80 3.64 -5.73 0.034
H -10.12 4.44 -4.60 0.047
H -8.05 0.79 -3.79 0.070
H -6.18 5.19 0.45 -0.008
H -7.08 6.64 -3.04 -0.011
H -2.87 4.69 -2.06 -0.022
H -7.74 5.11 -5.48 0.040
H -5.32 3.00 -4.31 0.077
H -5.38 1.80 -3.34 0.034
H -7.10 5.63 1.65 0.033
H -5.29 6.39 -0.60 0.040
H -8.97 3.83 -3.76 -0.006
H -4.64 3.29 -0.27 0.073
H -3.44 7.93 -1.89 0.039
H -6.21 4.57 -2.93 -0.029
H -8.52 5.13 -1.66 -0.027
H -9.76 5.56 -2.51 -0.024
H -4.25 9.33 -5.16 0.057
H -4.65 7.91 -4.84 -0.018
H -4.06 5.49 -5.05 0.057
H -4.46 8.24 -3.07 0.011
H -8.61 3.07 -1.04 0.088
H -4.72 3.66 -1.71 -0.007
H -7.44 2.36 -3.99 -0.052
H -8.46 7.04 -3.40 0.036
H -4.20 5.34 -0.27 0.011
```